(1)
The following is a DFT calculation (wB97M-V/def2-TZVPD) of a molecular structure, C28H30LaN6O8S3 at a distorted geometry.

Computed properties:
**Charge**: -1
**HOMO-LUMO gap**: 6.564 eV
**ΔE to the lowest compared entry with this formula, charge and spin**: 1.558 eV
**DFT total energy**: -3241.9071 Ha

Structure (XYZ):
```
76
Properties=species:S:1:pos:R:3:mulliken_charge:R:1
O 0.634 -0.840 1.985 -0.3239
C -3.846 1.463 1.925 -0.5287
H -2.690 -2.795 -0.861 0.2012
H 4.457 -5.931 1.879 0.3914
H 2.487 -0.726 -5.839 0.3655
H 1.321 3.689 -1.423 0.1258
C 2.259 1.987 -3.821 -1.2001
H -0.808 -3.430 -2.300 0.3362
H 3.814 0.322 -5.268 0.4288
C 2.624 -3.633 3.558 -0.6564
H 2.458 -3.220 4.541 0.5554
H 0.915 4.808 -2.709 0.3409
C -0.444 3.394 1.544 -0.6947
S 0.526 -1.988 2.908 1.5451
C -2.848 0.503 2.231 0.8078
H -2.464 -1.570 2.180 0.7298
C 1.874 -3.128 2.507 -0.8238
H 2.555 1.064 1.741 0.4468
O 0.763 -1.595 4.282 -0.7699
O -0.210 -2.988 0.047 -0.5608
H -3.138 -2.886 -3.202 0.4011
O -1.227 3.348 -1.336 -0.8623
H 4.141 -5.018 4.162 0.3898
H 3.110 -4.990 0.000 0.5760
C -3.997 2.608 2.659 -0.9402
N 0.617 0.604 -4.847 -0.6251
O 1.612 -3.807 -1.319 -0.6691
H -2.617 -1.182 -3.304 0.1641
C -1.012 -2.572 -2.950 -0.6590
C -3.313 4.020 4.521 0.1326
N -3.448 4.961 5.176 -0.6789
C 2.078 -3.622 1.236 -0.1696
H -4.530 1.256 1.111 0.3520
S 1.238 -2.962 -0.198 1.3730
H 0.122 4.155 3.466 0.5019
C -2.136 1.940 4.054 -0.9195
H -3.697 -0.963 1.000 0.5393
C 1.866 0.845 -4.553 1.2655
C -2.766 -0.745 1.532 -2.2020
C 1.549 3.965 -2.451 -1.2989
C 2.878 -0.162 -4.996 -1.3012
La -0.620 -0.735 0.121 2.5534
H -0.840 -2.876 -3.993 0.4400
C 3.741 -5.142 2.062 -0.5985
C 1.701 1.730 1.721 -0.8250
C -1.989 0.795 3.322 0.1804
O -0.681 -2.760 2.701 -0.6952
N 0.909 1.621 0.662 -0.2142
C -3.144 2.874 3.741 0.3729
C 3.561 -4.629 3.338 -0.6026
C -2.462 -2.127 -2.775 -0.6151
O 1.725 -1.585 -0.368 -0.6668
N -2.710 -1.900 -1.352 -0.5148
H -1.225 0.073 3.589 0.3159
C -0.137 2.451 0.573 0.6978
C 2.999 -4.632 1.011 -0.4355
H -4.800 3.300 2.439 0.4545
C 1.267 2.799 -3.329 1.2394
O -1.062 1.136 -1.147 -0.4154
N -0.139 -1.474 -2.537 -0.1721
H 2.596 4.251 -2.514 0.4546
H -0.157 -0.756 -3.261 -0.2225
H -1.496 2.126 4.906 0.5135
N -0.010 2.528 -3.644 0.0455
H 0.818 -1.814 -2.464 0.2480
C -0.355 1.436 -4.424 -0.1636
H 3.071 -0.850 -4.170 0.2020
H -1.306 4.029 1.416 0.5476
C -0.902 2.317 -0.738 0.8118
H 2.131 2.671 3.599 0.4324
H -3.629 -1.484 -1.223 0.2434
C 1.465 2.632 2.750 -0.4724
S -1.928 1.186 -4.843 -0.4320
C 0.358 3.461 2.671 -0.5542
H 3.297 2.179 -3.603 0.3845
H -0.755 2.995 -3.108 0.3764
```

***

(2)
The following is a DFT calculation (wB97M-V/def2-TZVPD) of 2 unconnected molecules or ions with the total composition C28H30N3O3 at a distorted geometry.

Computed properties:
**Charge**: +1
**HOMO-LUMO gap**: 5.521 eV
**ΔE to the lowest compared entry with this formula, charge and spin**: 0.103 eV
**DFT total energy**: -1474.6941 Ha

Structure (XYZ):
```
64
Properties=species:S:1:pos:R:3:mulliken_charge:R:1
C 4.328 -0.432 -0.279 -0.1151
C -3.175 -3.528 -0.193 -0.8967
C -2.755 -1.537 4.218 -0.7248
C 5.700 3.847 1.947 -0.9159
H -5.560 4.267 0.739 0.3301
H -4.384 -3.989 1.549 0.4589
H -1.051 2.949 0.813 0.3628
C -1.488 -1.768 0.189 0.3357
H -1.349 -0.930 2.164 0.4149
C -1.748 2.744 -0.003 -0.6820
H -5.704 2.547 1.246 0.3195
N 0.047 1.801 -1.299 -0.3223
H 0.402 1.504 -2.198 0.2189
H 6.616 1.788 0.852 0.4191
H -1.733 1.755 -3.283 0.3455
O -5.339 2.851 -0.812 -0.4481
H 5.414 4.775 2.439 0.2574
C -0.363 -1.939 -1.807 -1.4717
O 4.440 3.196 1.671 -0.4558
C 2.022 -0.642 -0.322 0.6980
H -1.708 -1.822 4.386 0.3073
C -3.992 2.715 -0.903 0.7420
H 4.802 -3.578 -0.839 0.3426
C -1.252 2.230 -1.220 0.3311
C -3.583 -3.386 1.128 -0.9430
H 0.395 0.360 0.645 0.4674
H -2.812 -0.493 3.885 0.2912
H -6.987 3.298 0.235 0.2352
C 2.621 -1.771 -0.930 -0.8410
H 6.489 -0.422 -0.316 0.2323
H 2.140 -2.648 -1.352 0.7286
N 3.982 -1.638 -0.891 0.1453
C -3.484 2.291 -2.158 -0.7711
H -3.642 -4.256 -0.851 0.2653
C 3.126 0.215 0.106 0.9165
C -1.873 -1.632 1.512 0.4300
C -2.935 -2.452 1.987 0.3261
C -2.134 -2.718 -0.642 -0.0946
C 3.178 1.411 0.782 -0.1345
C 4.451 1.993 1.040 0.1272
H 2.271 1.906 1.122 0.5545
H -1.985 -3.118 -3.839 0.3253
C 5.584 0.103 -0.018 -1.2545
C 4.920 -2.629 -1.381 -0.9409
C -0.343 -1.266 -0.572 0.8627
H 6.322 3.238 2.615 0.3696
H -4.191 2.144 -2.973 0.4454
H 5.936 -2.255 -1.233 0.3009
C -3.105 2.960 0.175 -0.4538
C -5.917 3.270 0.445 -0.8022
O -3.385 -2.423 3.270 -0.4649
H 4.752 -2.821 -2.448 0.3313
C -1.737 -3.691 -2.936 -0.9468
C -2.134 2.065 -2.317 -0.3579
H -3.489 3.308 1.136 0.3802
H -2.592 -4.312 -2.656 0.2916
C 5.648 1.333 0.641 -0.7577
H -3.337 -1.679 5.128 0.2428
H 0.737 2.219 -0.684 0.2177
H -0.875 -4.332 -3.160 0.3299
H 6.247 4.061 1.020 0.3695
N -1.425 -2.798 -1.837 0.2285
H 0.339 -1.854 -2.630 0.7366
C 0.658 -0.385 -0.101 -0.2398
```

***

(3)
The following is a DFT calculation (wB97M-V/def2-TZVPD) of a molecular structure, C28H30N6O5ReS3.

Computed properties:
**⟨S²⟩**: 0.77
**Multiplicity**: 2
**HOMO-LUMO gap (alpha / beta)**: 6.917 / 6.132 eV
**ΔE to the lowest compared entry with this formula, charge and spin**: 0.000 eV
**DFT total energy**: -3062.6360 Ha

Structure (XYZ):
```
73
Properties=species:S:1:pos:R:3:lowdin_spin:R:1
H -4.148 0.311 0.854 0.0000
H 6.371 0.814 -1.199 0.0000
H -3.825 -0.738 -2.744 -0.0001
H -5.080 -0.312 -0.523 0.0006
C -0.171 2.687 -1.299 -0.0038
H -1.549 7.981 1.656 0.0000
C -4.230 0.310 -0.233 0.0024
H 4.554 2.450 -1.345 0.0005
C 4.747 1.993 -0.374 0.0023
C -1.312 6.971 1.343 -0.0005
H 0.954 0.916 4.863 0.0001
H -3.144 6.142 2.094 0.0000
H 0.987 0.078 -2.917 -0.0003
C -2.720 -1.793 2.997 0.0008
C 0.577 -3.370 -2.327 0.0004
H -0.002 -6.538 -4.461 -0.0001
H 5.877 0.342 0.441 0.0004
H -2.004 -2.262 3.671 -0.0001
C -0.392 2.998 0.099 -0.0146
H -0.800 4.564 -2.132 0.0001
C -0.391 3.587 -2.346 -0.0015
N -0.242 2.292 2.255 0.0129
C 0.608 1.085 -2.790 -0.0014
C 5.522 0.702 -0.524 0.0017
C -2.940 -0.211 -0.847 0.0048
O -1.888 0.609 -0.370 0.0396
H -1.947 -5.285 -3.555 0.0000
C 0.155 -5.650 -3.862 -0.0010
H 1.123 5.202 -0.209 -0.0001
H 5.267 2.710 0.262 0.0000
C 1.672 -4.091 -2.830 -0.0007
O -0.854 -2.570 1.367 0.0070
N 1.869 -0.552 -0.480 -0.0156
C 2.988 0.089 -0.429 0.0462
Re -0.102 0.054 0.141 0.8205
O 2.952 -3.741 -2.613 0.0003
C -1.079 -1.382 1.359 0.0032
H -3.452 -1.220 3.561 0.0001
H -4.417 1.333 -0.570 0.0000
H 0.687 1.590 -4.857 -0.0001
C -0.719 -3.820 -2.596 -0.0007
S 1.091 -0.027 2.280 0.0160
N 0.432 1.557 4.298 -0.0003
N -0.213 2.005 0.924 0.0049
H 0.590 7.508 0.506 0.0000
S 3.172 1.591 0.436 0.0239
H -1.546 -3.259 -2.180 0.0000
C -0.939 -4.947 -3.358 0.0001
H -3.213 -2.575 2.420 -0.0001
H -3.113 0.883 -2.694 0.0000
H -2.066 -0.551 -2.806 -0.0001
H 0.163 2.449 4.675 0.0000
H -2.784 -1.247 -0.521 -0.0002
C -0.706 4.375 0.545 -0.0020
N 0.319 1.454 -1.534 -0.0059
S 4.402 -0.523 -1.250 0.0196
C -1.906 4.645 1.196 -0.0009
C 0.187 5.413 0.296 -0.0009
C 0.744 -2.153 -1.520 -0.0013
H -2.591 3.831 1.399 -0.0001
C 0.365 1.377 2.959 0.0048
H 2.954 -2.951 -2.030 -0.0001
C -2.208 5.938 1.590 0.0000
O -2.065 -0.856 2.139 0.0054
C -0.113 6.708 0.697 0.0000
O -0.317 -1.505 -1.164 0.0393
H 2.302 -5.771 -3.979 0.0000
H -0.261 3.879 -4.457 -0.0002
C -0.089 3.201 -3.632 -0.0036
C 1.443 -5.231 -3.601 0.0001
C 0.433 1.928 -3.863 -0.0031
N 1.942 -1.747 -1.199 0.0008
C -2.982 -0.152 -2.367 0.0004
```